(1)
C21H27N5O2 | the ωB97M-V functional and the def2-TZVPD basis

Each line ends with the Löwdin charge.
Positions of all 55 atoms, in Å:
C -3.4266 5.8083 0.0041  -0.078
C -3.5234 4.5899 0.9197  -0.433
C -3.2048 4.9750 2.3629  -0.079
C -2.6435 3.4344 0.4276  -0.151
C -1.1482 3.7480 0.3961  -0.131
N -0.3927 2.5877 -0.0653  0.075
C 0.0906 1.7203 0.9273  -0.370
O -0.1024 1.9324 2.1138  0.061
C 0.7918 0.6283 0.3534  -0.059
C 0.9223 0.4479 -1.0131  -0.219
N 1.5933 -0.6893 -1.3035  0.203
C 1.8833 -1.2128 -0.1132  -0.306
N 1.4313 -0.4652 0.9206  0.054
C 1.5362 -0.8410 2.3028  -0.112
C 1.6016 -2.3649 2.3507  -0.131
C 2.7325 -2.8488 1.4426  -0.134
N 2.5832 -2.3451 0.0907  -0.041
C 2.8569 -3.2290 -1.0258  -0.105
C 1.8299 -4.3298 -1.1091  -0.214
C 2.1528 -5.6449 -0.8054  -0.054
C 1.1811 -6.6313 -0.8384  -0.085
C -0.1234 -6.3083 -1.1675  -0.092
C -0.4538 -4.9969 -1.4694  -0.077
C 0.5173 -4.0133 -1.4407  -0.033
N 0.4064 1.3388 -1.8997  0.013
C 0.5640 1.1245 -3.3204  -0.007
C -0.2776 2.4461 -1.4362  -0.430
O -0.7509 3.2586 -2.2052  0.072
H -3.5735 5.5199 -1.0337  0.080
H -2.4538 6.2844 0.0945  0.074
H -4.1865 6.5399 0.2705  0.075
H -4.5578 4.2256 0.8882  0.131
H -3.1997 4.0958 3.0026  0.079
H -3.9513 5.6712 2.7394  0.075
H -2.2319 5.4548 2.4304  0.074
H -2.7964 2.5702 1.0790  0.118
H -2.9534 3.1589 -0.5832  0.115
H -0.7826 3.9785 1.3970  0.119
H -0.9419 4.5688 -0.2907  0.122
H 0.6712 -0.4433 2.8379  0.128
H 2.4403 -0.4023 2.7426  0.136
H 1.7743 -2.7054 3.3704  0.118
H 0.6553 -2.7802 1.9976  0.125
H 2.7344 -3.9409 1.4018  0.121
H 3.6986 -2.5165 1.8470  0.129
H 3.8615 -3.6445 -0.9018  0.128
H 2.8258 -2.6098 -1.9241  0.122
H 3.1719 -5.9025 -0.5507  0.110
H 1.4437 -7.6525 -0.6042  0.102
H -0.8816 -7.0769 -1.1913  0.101
H -1.4707 -4.7426 -1.7300  0.103
H 0.2701 -2.9890 -1.6775  0.104
H 0.0631 0.2017 -3.6142  0.094
H 1.6234 1.0426 -3.5618  0.094
H 0.1202 1.9743 -3.8352  0.088

The spin multiplicity is 1. The calculation puts the HOMO-LUMO gap at 8.15 eV. The HOMO energy is -7.508 eV. As for the calculated total energy: -1240.778756 Eh. Its SMILES is CC(C)CCn1c(=O)c2c(nc3n2CCCN3Cc2ccccc2)n(C)c1=O. The calculation puts the molecular weight at 381.480 g mol⁻¹. As for the relative energy (zero: lowest compared OMol25 entry of this formula, charge and spin): 2.5 kcal/mol. The max |F| comes out at 0.027 hartree/bohr.



(2)
C21H28CdN6O8 | the ωB97M-V functional and the def2-TZVPD basis

Each line ends with the Löwdin charge.
Positions of all 64 atoms, in Å:
Cd -0.4355 -0.0944 -1.1962  1.452
O -2.9300 -4.3831 2.5658  0.077
C -2.2984 -3.5261 1.7355  -0.288
C -2.4317 -3.5954 0.3524  0.059
C -1.7747 -2.6595 -0.4229  -0.177
N -1.0245 -1.7098 0.1227  0.030
C -0.8551 -1.6557 1.4396  -0.189
C -1.4823 -2.5400 2.2912  0.070
C 0.1305 -0.5801 1.9100  -0.664
O 0.1620 -0.3256 3.1243  -0.027
O 0.8304 -0.0550 0.9899  -0.108
C -1.8114 -2.6958 -1.9671  -0.640
O -2.5728 -3.5104 -2.4820  0.018
O -1.0225 -1.8788 -2.5348  -0.150
H -3.4478 -5.0118 2.0523  0.112
H -3.0355 -4.3452 -0.1441  0.126
H -1.3440 -2.4634 3.3601  0.128
N -2.0043 1.3119 0.2463  0.011
C -1.0831 2.3317 0.7873  -0.307
C -1.8847 3.5834 1.2206  -0.139
C -1.1914 4.8707 1.7250  -0.168
C -0.3707 4.7907 3.0244  -0.170
N 0.8734 4.0730 2.8305  0.096
C 1.5069 3.3366 3.7107  -0.442
N 1.2142 3.4010 5.0269  0.206
N 2.5594 2.6124 3.3178  0.210
C 0.0261 2.5968 -0.2834  -0.640
O 0.9920 3.3236 0.0418  -0.028
O -0.1374 2.0769 -1.4158  -0.128
H -2.5638 1.7350 -0.4858  0.065
H -2.6311 0.9807 0.9713  0.091
H -0.5927 1.8982 1.6549  0.112
H -2.5722 3.2489 2.0051  0.113
H -2.4886 3.8785 0.3565  0.116
H -1.9853 5.5991 1.9003  0.112
H -0.5397 5.2583 0.9423  0.112
H -0.9786 4.3242 3.8090  0.119
H -0.1359 5.8116 3.3428  0.124
H 1.1533 3.9684 1.7984  0.150
H 0.3804 3.8819 5.3099  0.101
H 1.5357 2.6593 5.6235  0.121
H 2.5339 2.2707 2.3599  0.129
H 2.8435 1.8822 3.9499  0.120
N -2.1776 0.5677 -2.8684  -0.005
H -3.0780 0.1049 -2.8481  0.038
H -1.6380 0.1110 -3.5964  0.023
H -2.2929 1.5409 -3.1230  0.032
C 3.1993 -0.4475 -4.1707  -0.001
C 2.2392 -0.9722 -3.1329  -0.375
O 1.5788 -0.2041 -2.4602  0.004
C 2.1632 -2.4423 -2.9447  -0.164
C 1.7496 -2.9282 -1.7044  -0.025
C 1.6912 -4.2893 -1.4709  -0.060
C 2.0183 -5.1826 -2.4816  -0.071
C 2.4045 -4.7073 -3.7267  -0.074
C 2.4934 -3.3446 -3.9536  -0.027
H 3.2804 0.6319 -4.0712  0.088
H 2.8225 -0.6862 -5.1667  0.089
H 4.1784 -0.9102 -4.0560  0.092
H 1.4856 -2.2190 -0.9299  0.096
H 1.3853 -4.6594 -0.5008  0.108
H 1.9568 -6.2486 -2.3061  0.104
H 2.6404 -5.4023 -4.5216  0.103
H 2.7835 -2.9881 -4.9332  0.108

The spin multiplicity is 1. The calculation puts the HOMO-LUMO gap at 8.60 eV. The HOMO energy is -8.438 eV. As for the calculated total energy: -1915.396371 Eh. The calculation puts the molecular weight at 604.901 g mol⁻¹. The max |F| comes out at 0.034 hartree/bohr.



(3)
C21H28CeCl3O4 | the ωB97M-V functional and the def2-TZVPD basis

Each line ends with the Löwdin spin population.
Positions of all 57 atoms, in Å:
O -2.1129 -2.1400 -1.8198  0.000
C -2.1856 -3.6022 -1.6701  0.000
C -3.0169 -3.8542 -2.9073  0.000
H -2.7036 -3.8218 -0.7283  0.000
H -1.2256 -4.1093 -1.7581  0.000
C -2.9260 -2.3138 -3.0304  0.000
H -4.0135 -4.2253 -2.6768  0.000
H -2.5184 -4.4931 -3.6383  0.000
C -4.3201 -1.7500 -2.8399  0.000
H -4.6682 -2.0174 -1.8305  0.000
H -4.9952 -2.1903 -3.5869  0.000
H -4.3389 -0.6632 -2.9423  0.000
C -2.2280 -1.7672 -4.2583  0.000
H -1.1613 -2.0073 -4.2683  0.000
H -2.3268 -0.6805 -4.2966  0.000
H -2.6572 -2.1726 -5.1806  0.000
Ce 0.7907 1.6629 0.9365  1.008
C 3.2607 2.8536 0.7446  -0.002
C 3.5384 1.7558 1.6038  -0.001
C 3.4473 0.5503 0.8422  -0.002
H 3.8925 1.8266 2.6339  0.000
C 3.0176 0.9009 -0.4821  -0.002
C 2.9306 2.3309 -0.5492  -0.001
H 2.7573 2.9116 -1.4549  0.000
H 3.3545 3.9065 1.0143  0.000
H 3.7571 -0.4444 1.1844  0.000
H 2.8373 0.2106 -1.3059  0.000
C 0.5666 4.2384 1.3439  -0.002
C 0.3346 3.9935 -0.0483  0.000
C -0.9080 3.2812 -0.1617  0.003
H 0.9852 4.2974 -0.8726  0.000
C -1.4411 3.1011 1.1601  0.001
C -0.5164 3.6677 2.0937  -0.001
H -0.6527 3.7506 3.1731  0.000
H 1.3809 4.8207 1.7633  0.000
H -1.3980 3.0130 -1.0975  0.001
H -2.3955 2.6313 1.4117  0.000
O -0.4353 -0.8857 0.7199  -0.001
C -0.0073 -0.9207 -0.6649  0.000
C 1.0352 -2.0180 -0.8284  0.000
H 0.2593 0.0820 -1.0575  0.000
H -0.9165 -1.1877 -1.2351  0.000
C 0.4909 -3.0201 0.1902  0.000
H 2.0071 -1.6520 -0.5116  0.000
H 1.1530 -2.4293 -1.8251  0.000
C -0.0402 -2.1533 1.3443  0.000
H 1.2226 -3.7601 0.4756  0.000
H -0.3311 -3.5326 -0.3076  0.000
H 0.7125 -1.9935 2.1363  0.000
H -0.9590 -2.5387 1.7950  0.000
Cl 3.8841 1.5403 5.3765  0.000
C 2.2634 2.2180 5.0773  0.000
Cl 1.3834 2.5236 6.5743  0.000
Cl 2.4162 3.7524 4.1216  0.000
C 1.4341 1.0966 4.2665  0.001
O 1.1568 0.0688 4.8486  0.002
O 1.1295 1.3584 3.0036  -0.003

The spin multiplicity is 2. The calculation puts the HOMO-LUMO gap (alpha / beta) at 8.14 / 8.22 eV. As for the expectation value of S²: 0.75. The HOMO energy (alpha / beta) is -7.942 / -8.017 eV. As for the calculated total energy: -2973.626562 Eh. The calculation puts the molecular weight at 590.926 g mol⁻¹. As for the relative energy (zero: lowest compared OMol25 entry of this formula, charge and spin): 0.0 kcal/mol. The max |F| comes out at 0.082 hartree/bohr.



(4)
C21H28Cl2N2NiO2SSe | the ωB97M-V functional and the def2-TZVPD basis

Each line ends with the Löwdin spin population.
Positions of all 58 atoms, in Å:
Ni 0.2439 -0.0807 0.6313  1.521
Se -1.0067 -1.9975 0.3782  0.155
C 2.7651 -0.3985 -3.0567  -0.001
C 1.4307 -0.9894 -3.4922  0.000
O 0.3451 -0.2571 -2.9962  0.000
C 0.0213 0.9168 -3.6943  0.000
C -0.9992 1.6624 -2.8633  0.000
H 3.5802 -1.1020 -3.2466  0.000
H 2.7187 -0.1787 -1.9888  -0.001
H 2.9907 0.5348 -3.5750  0.000
H 1.3154 -1.9942 -3.0790  0.000
H 1.3766 -1.0691 -4.5924  0.000
H -0.3852 0.6570 -4.6899  0.000
H 0.9095 1.5434 -3.8517  0.000
H -1.8904 1.0482 -2.7270  0.000
H -1.2752 2.6075 -3.3366  0.000
H -0.5695 1.8678 -1.8815  0.001
Cl 1.2225 2.2917 3.4151  -0.001
C 1.7284 3.2624 2.0421  0.009
C 2.1878 4.5314 2.2928  0.000
C 2.6891 5.3382 1.2666  -0.007
C 2.7400 4.7809 -0.0141  -0.001
C 2.2788 3.5095 -0.2502  0.006
Cl 2.4586 2.8740 -1.8803  0.003
C 1.6772 2.6166 0.7346  0.038
N 1.2602 1.4219 0.5183  0.206
H 2.1653 4.8895 3.3163  0.001
H 3.0544 6.3374 1.4617  -0.001
H 3.1557 5.3410 -0.8447  0.001
N -1.8079 1.1108 1.9246  0.007
C -2.0041 0.5911 2.9331  0.003
C -2.2286 -0.1900 4.1161  0.001
C -1.2973 -1.1789 4.4378  0.001
C -1.5047 -1.9507 5.5704  0.000
C -2.6230 -1.7492 6.3686  0.000
C -3.5489 -0.7688 6.0368  0.000
C -3.3540 0.0152 4.9109  0.000
H -0.4317 -1.3361 3.8014  0.000
H -0.7854 -2.7193 5.8231  0.000
H -2.7762 -2.3598 7.2518  0.000
H -4.4261 -0.6167 6.6550  0.000
H -4.0685 0.7795 4.6351  0.000
C 4.0627 0.4883 2.3199  0.000
C 3.7720 -0.8013 1.5686  0.007
S 2.0677 -1.3357 1.8855  0.036
O 1.9559 -1.4701 3.3683  0.010
C 2.2061 -3.0166 1.2629  0.003
C 2.5512 -3.0889 -0.2124  0.000
H 5.1049 0.7789 2.1630  0.000
H 3.8878 0.3533 3.3876  0.000
H 3.4172 1.2852 1.9672  0.000
H 4.4236 -1.6187 1.8986  0.002
H 3.8669 -0.6742 0.4889  0.000
H 1.1875 -3.3831 1.4115  0.001
H 2.9204 -3.5153 1.9257  0.001
H 1.8937 -2.4183 -0.7697  0.000
H 2.3612 -4.0978 -0.5841  0.000
H 3.5938 -2.8315 -0.4151  0.000

The spin multiplicity is 3. The calculation puts the HOMO-LUMO gap (alpha / beta) at 4.64 / 4.50 eV. As for the expectation value of S²: 2.02. As for the total charge: -2. The HOMO energy (alpha / beta) is -0.053 / 0.079 eV. As for the calculated total energy: -6305.238295 Eh. The calculation puts the molecular weight at 581.093 g mol⁻¹. As for the relative energy (zero: lowest compared OMol25 entry of this formula, charge and spin): 0.0 kcal/mol. The max |F| comes out at 0.011 hartree/bohr.